Entry 1:
{
  "formula": "C6H14O",
  "method": "wB97M-V/def2-TZVPD",
  "smiles": "CC(C)=C(C)C.O",
  "multiplicity": 1,
  "e_tot_ha": -312.2003,
  "relative_energy_kj_mol": 143.7,
  "gap_ha": 0.3501,
  "total_charge": 0,
  "fmax_ev_per_a": 2.1,
  "symbols": ["C", "C", "C", "C", "C", "C", "H", "H", "H", "H", "H", "H", "H", "H", "H", "H", "H", "H", "O", "H", "H"],
  "coordinates": [[1.4970, 0.9851, 0.3829], [0.4892, -0.1567, 0.1538], [0.1250, -0.8904, 1.4384], [-0.1605, -0.3869, -1.0192], [-1.2872, -1.3998, -1.1672], [0.0393, 0.4668, -2.3080], [2.2295, 1.0564, -0.4387], [2.0449, 0.8830, 1.3348], [0.9102, 1.9185, 0.4131], [0.5931, -0.4480, 2.3339], [0.4304, -1.9479, 1.3678], [-0.9708, -0.8478, 1.5569], [-1.5128, -1.9811, -0.2574], [-1.0446, -2.1021, -1.9823], [-2.1866, -0.8281, -1.4514], [0.9372, 1.1037, -2.2390], [-0.8311, 1.1082, -2.5259], [0.1731, -0.2405, -3.1438], [-0.8533, 1.3793, 2.4187], [-0.1913, 1.7806, 3.0262], [-0.4308, 0.5475, 2.1060]],
  "atomic_forces_ev_per_a": [[-0.36, -0.14, -0.76], [-0.02, 0.43, -0.62], [-0.03, -1.28, -0.89], [0.28, 0.86, 0.54], [0.28, 0.24, 0.08], [0.50, -0.78, 0.90], [-0.25, 0.03, 0.37], [-0.24, -0.06, -0.44], [0.43, -0.16, 0.07], [0.25, -0.69, -0.46], [-0.17, 0.33, 0.26], [0.36, -0.53, 0.14], [0.18, 0.29, -0.42], [-0.22, 0.20, 0.24], [0.13, -0.39, 0.02], [-0.43, -0.26, -0.07], [0.23, -0.31, 0.20], [-0.07, 0.40, 0.11], [0.77, 0.42, 0.67], [-0.78, -0.36, -0.66], [-0.87, 1.77, 0.71]],
  "nbo_charge": [-0.65, 0.00, -0.70, 0.02, -0.65, -0.64, 0.22, 0.21, 0.24, 0.21, 0.25, 0.23, 0.21, 0.22, 0.22, 0.22, 0.22, 0.21, -0.96, 0.46, 0.47]
}

***

Entry 2:
{
  "formula": "C21H45Cl14N2O3",
  "method": "wB97M-V/def2-TZVPD",
  "multiplicity": 1,
  "e_tot_ha": -7604.7765,
  "gap_ha": 0.3150,
  "total_charge": 1,
  "fmax_ev_per_a": 0.4,
  "symbols": ["C", "C", "N", "C", "C", "N", "C", "O", "O", "C", "C", "O", "H", "H", "H", "H", "H", "H", "H", "H", "H", "H", "H", "H", "H", "H", "H", "H", "H", "Cl", "C", "C", "Cl", "H", "H", "H", "H", "Cl", "C", "C", "Cl", "H", "H", "H", "H", "Cl", "C", "C", "Cl", "H", "H", "H", "H", "Cl", "C", "C", "Cl", "H", "H", "H", "H", "Cl", "C", "C", "Cl", "H", "H", "H", "H", "Cl", "C", "C", "Cl", "H", "H", "H", "H", "Cl", "C", "C", "Cl", "H", "H", "H", "H"],
  "coordinates": [[0.3137, -1.7061, -0.3170], [-0.3809, -2.4749, 0.7956], [0.5698, -3.2456, 1.6149], [1.2042, -4.3553, 0.9011], [2.7142, -4.4532, 1.0734], [3.4369, -3.4418, 0.2226], [3.5083, -2.0649, 0.8141], [4.7509, -2.0898, 1.4625], [5.1228, -0.7425, 1.7126], [0.0556, -3.6053, 2.8940], [1.0513, -4.2355, 3.8283], [-1.0865, -3.3744, 3.1903], [0.9402, -0.9176, 0.1012], [-0.4317, -1.2507, -0.9648], [0.9392, -2.3411, -0.9540], [-0.8508, -1.7564, 1.4604], [-1.1885, -3.1043, 0.4092], [0.7918, -5.3280, 1.1835], [0.9833, -4.2362, -0.1605], [3.0417, -4.3006, 2.0969], [3.0534, -5.4413, 0.7671], [4.4065, -3.7362, 0.0693], [2.9809, -3.3878, -0.6899], [2.6605, -1.9376, 1.4884], [3.4897, -1.3186, 0.0210], [4.7538, -0.5783, 2.5956], [1.9818, -3.6704, 3.8125], [1.2633, -5.2658, 3.5392], [0.6481, -4.2373, 4.8355], [-3.4818, -5.1249, 8.6282], [-3.2855, -3.8332, 7.4174], [-2.2862, -4.2010, 6.3523], [-0.6213, -4.2831, 7.0061], [-2.9893, -2.9293, 7.9432], [-4.2582, -3.6739, 6.9554], [-2.2783, -3.4518, 5.5630], [-2.5106, -5.1704, 5.9156], [-2.6756, 0.4321, -0.4233], [-4.2530, -0.0298, -1.1253], [-4.2026, -1.3826, -1.7872], [-3.1216, -1.3987, -3.2055], [-4.5256, 0.7536, -1.8293], [-4.9822, -0.0479, -0.3179], [-5.2031, -1.6435, -2.1277], [-3.8481, -2.1543, -1.1086], [-4.4235, 2.8736, -4.1288], [-2.8381, 2.0619, -4.0209], [-1.7133, 2.9434, -4.4965], [-1.7716, 3.2085, -6.2603], [-2.8960, 1.1421, -4.5932], [-2.6793, 1.8133, -2.9720], [-0.7613, 2.4600, -4.2817], [-1.7372, 3.9190, -4.0176], [2.3338, 1.4179, -5.1476], [1.9556, -0.0796, -6.0394], [0.4841, -0.2042, -6.3346], [-0.4734, -0.4364, -4.8446], [2.3093, -0.9150, -5.4405], [2.5128, -0.0500, -6.9738], [0.3053, -1.0682, -6.9717], [0.0969, 0.6863, -6.8249], [3.0413, -5.8064, 5.7001], [4.6104, -6.6352, 5.5295], [5.6802, -5.6925, 5.0460], [5.3923, -5.1495, 3.3593], [4.4707, -7.4678, 4.8454], [4.8853, -7.0234, 6.5082], [6.6478, -6.1894, 5.0533], [5.7313, -4.7985, 5.6607], [-3.6290, 6.4389, -4.2423], [-2.6550, 7.5627, -3.2535], [-1.2676, 7.7589, -3.8013], [-0.2580, 6.2916, -3.6405], [-2.6305, 7.1750, -2.2382], [-3.1717, 8.5177, -3.2507], [-0.7695, 8.5479, -3.2410], [-1.2909, 8.0255, -4.8545], [-3.1346, 10.8495, -2.1211], [-2.1587, 11.9671, -1.1279], [-0.7625, 12.1330, -1.6682], [0.2046, 10.6427, -1.4942], [-2.1484, 11.5780, -0.1134], [-2.6710, 12.9272, -1.1355], [-0.2480, 12.9125, -1.1095], [-0.7733, 12.3979, -2.7220]],
  "atomic_forces_ev_per_a": [[0.04, -0.13, 0.08], [0.03, 0.19, -0.03], [-0.33, -0.18, 0.00], [0.25, 0.10, 0.12], [-0.06, -0.23, 0.01], [-0.17, 0.11, 0.02], [0.06, 0.12, -0.04], [0.04, -0.02, 0.19], [-0.18, 0.03, -0.11], [0.30, 0.01, -0.23], [-0.14, 0.08, -0.19], [-0.15, 0.22, 0.17], [-0.02, 0.08, -0.05], [0.03, 0.07, -0.05], [-0.07, 0.00, -0.08], [-0.11, -0.03, 0.03], [0.07, -0.10, -0.04], [-0.07, 0.04, 0.05], [-0.06, -0.12, -0.03], [0.02, 0.05, 0.02], [0.08, 0.03, -0.13], [0.01, 0.03, -0.01], [0.04, -0.02, -0.02], [0.01, -0.05, 0.01], [0.07, -0.02, -0.06], [0.13, -0.04, 0.08], [0.07, -0.06, 0.07], [0.03, -0.01, 0.01], [-0.05, -0.04, -0.03], [0.00, 0.00, 0.00], [-0.02, 0.02, 0.00], [-0.02, 0.03, -0.09], [-0.04, -0.01, 0.11], [0.01, -0.01, 0.01], [0.00, -0.01, 0.00], [0.02, 0.00, 0.02], [0.02, -0.02, 0.04], [0.01, 0.01, 0.09], [-0.07, 0.03, -0.08], [-0.05, -0.01, 0.02], [-0.06, -0.10, 0.05], [-0.01, -0.03, -0.03], [0.06, 0.01, 0.06], [0.03, -0.01, -0.07], [-0.01, 0.04, 0.05], [-0.10, -0.08, 0.03], [0.08, 0.02, 0.03], [0.05, 0.02, 0.09], [0.02, -0.03, -0.03], [-0.03, 0.03, -0.05], [0.05, 0.02, -0.01], [-0.01, -0.02, -0.01], [-0.04, 0.02, -0.06], [0.00, -0.01, 0.03], [0.02, -0.01, -0.02], [-0.05, 0.10, -0.10], [0.08, -0.08, 0.00], [0.00, 0.00, 0.00], [-0.01, 0.04, 0.00], [0.00, -0.03, 0.04], [0.01, 0.02, 0.03], [0.07, -0.11, 0.11], [0.00, -0.01, -0.04], [0.07, -0.02, 0.09], [0.01, 0.01, 0.00], [0.00, 0.00, -0.01], [-0.01, 0.04, 0.02], [-0.01, -0.01, -0.06], [-0.02, 0.01, -0.02], [0.10, -0.02, 0.04], [-0.07, -0.04, -0.01], [0.01, 0.10, 0.00], [0.01, -0.01, 0.00], [0.01, -0.02, -0.01], [-0.01, -0.05, -0.05], [0.00, -0.01, 0.01], [0.00, -0.05, -0.01], [0.01, 0.10, 0.06], [-0.03, 0.04, 0.05], [0.01, 0.04, -0.01], [0.00, -0.01, -0.01], [0.01, -0.03, -0.01], [0.00, 0.00, -0.03], [0.00, -0.01, 0.02], [0.00, -0.03, -0.01]],
  "lowdin_charge": [-0.08, -0.21, -0.08, -0.14, -0.11, 0.11, -0.15, -0.13, 0.04, -0.46, -0.06, 0.11, 0.08, 0.04, 0.06, 0.12, 0.13, 0.14, 0.12, 0.07, 0.14, 0.19, 0.17, 0.13, 0.15, 0.12, 0.07, 0.07, 0.00, 0.55, -0.66, -0.64, 0.57, 0.07, 0.07, 0.06, 0.07, 0.57, -0.63, -0.63, 0.55, 0.05, 0.08, 0.08, 0.06, 0.54, -0.70, -0.67, 0.55, 0.01, 0.03, 0.04, 0.01, 0.54, -0.66, -0.63, 0.55, 0.06, 0.08, 0.08, 0.05, 0.61, -0.63, -0.63, 0.55, 0.07, 0.08, 0.08, 0.07, 0.55, -0.67, -0.65, 0.55, 0.07, 0.00, 0.02, 0.07, 0.58, -0.65, -0.65, 0.55, 0.07, 0.08, 0.07, 0.07]
}